P | Density functional theory data (ωB97M-V/def2-TZVPD) for a 2-piece molecular cluster, C3H3I overall.

XYZ file:
```
7
Properties=species:S:1:pos:R:3
C -0.05650 0.91821 -0.10455
C -0.50647 0.62850 1.06387
C -0.76252 -0.50049 0.27157
I 2.99620 -0.42564 -0.42050
H 0.16666 1.40624 -0.98788
H -1.59537 -0.68431 -0.34914
H -0.24200 -1.34251 0.52663
```

Properties
LUMO (spin up / spin down) in eV: -1.01 / -3.13
Orbital gap (spin up / spin down) in eV: 8.81 / 5.65
E_HOMO (spin up / spin down) in eV: -9.825 / -8.781
Net charge: 0

Q | Density functional theory data (ωB97M-V/def2-TZVPD) for one molecule with the formula C3H3I.

XYZ file:
```
7
Properties=species:S:1:pos:R:3
C -0.51041 -0.23845 0.64378
C -0.97004 -0.65169 -0.55160
C 0.48834 0.73093 0.20932
I 2.46155 0.08206 -0.12816
H -0.54762 -0.54841 1.68201
H -1.19634 -0.87701 -1.50762
H 0.27452 1.50255 -0.34772
```

Properties
LUMO (spin up / spin down) in eV: -0.10 / 0.02
Orbital gap (spin up / spin down) in eV: 8.14 / 8.11
E_HOMO (spin up / spin down) in eV: -8.243 / -8.090
Net charge: 0

What should be chosen as the most stable of them? Choose Q.

P | Density functional theory data (ωB97M-V/def2-TZVPD) for a 2-piece molecular cluster, C5H13NO overall.

XYZ file:
```
20
Properties=species:S:1:pos:R:3
C -0.72531 -2.11891 0.22075
C -0.13794 -1.44567 -1.01072
C -0.86468 -0.17161 -1.43004
C -0.76770 0.97389 -0.43595
C 1.25686 2.23397 0.05914
N 0.57272 1.17993 0.11553
H -1.58597 -2.76801 0.01156
H -0.00667 -2.85543 0.57469
H -1.04739 -1.44671 1.00577
H 0.92146 -1.17755 -0.89885
H -0.16295 -2.18313 -1.83063
H -0.54526 0.16044 -2.43938
H -1.93783 -0.39223 -1.57888
H -1.37056 0.73695 0.46884
H -1.01025 1.94153 -0.96950
H 2.24510 2.34500 0.54449
H 0.96186 3.05440 -0.59236
H 1.16596 0.60892 3.46354
H 1.27523 0.86332 1.99960
O 1.76331 0.46090 2.72239
```

Properties
LUMO (spin up / spin down) in eV: -5.31 / -9.09
Orbital gap (spin up / spin down) in eV: 9.96 / 6.18
E_HOMO (spin up / spin down) in eV: -15.271 / -15.266
Net charge: +1
Multiplicity: 2

Q | Density functional theory data (ωB97M-V/def2-TZVPD) for a 2-piece molecular cluster, C5H13NO overall.

XYZ file:
```
20
Properties=species:S:1:pos:R:3
C -0.47402 1.60837 -0.02942
C -0.69319 0.21747 -0.53663
C -0.05789 -0.79891 0.39778
C 1.24794 -1.02835 0.08376
C -1.73920 -0.22807 2.19564
N -0.82352 -1.22965 1.53387
H 0.53115 1.99759 0.02256
H -0.97307 1.45923 0.86886
H -1.02487 2.21726 -0.66314
H -1.74468 -0.05204 -0.58745
H -0.18461 -0.09053 -1.53210
H 1.97713 -1.33586 0.85945
H 1.55455 -0.85202 -0.92805
H -2.48434 0.20380 1.49779
H -2.23583 -0.86938 2.96761
H -1.22160 0.69610 2.46307
H -0.30088 -1.69793 2.30418
H 2.40562 -0.26143 -4.26892
H 3.17695 -0.26874 -2.91866
O 3.06437 0.31309 -3.73022
```

Properties
LUMO (spin up / spin down) in eV: -3.88 / -7.71
Orbital gap (spin up / spin down) in eV: 10.42 / 6.60
E_HOMO (spin up / spin down) in eV: -14.301 / -14.301
Net charge: +1
Multiplicity: 2

R | Density functional theory data (ωB97M-V/def2-TZVPD) for a 2-piece molecular cluster, C5H13NO overall.

XYZ file:
```
20
Properties=species:S:1:pos:R:3
C -1.47226 -0.38723 0.53011
C -0.37779 -1.00730 1.38356
C 0.99651 -0.71288 0.97948
C 1.35440 0.26270 0.03089
C 2.72356 0.52318 -0.38112
N -1.48826 -0.78699 -0.90318
H -2.48887 -0.58172 0.89569
H -1.39622 0.70041 0.56300
H -0.45999 -0.65469 2.43497
H -0.50000 -2.09000 1.46793
H 1.78069 -1.27011 1.47570
H 0.58261 0.91830 -0.36829
H 2.79544 1.28841 -1.14553
H 3.25637 0.86090 0.52718
H 3.25076 -0.40568 -0.63248
H -1.82250 -1.74982 -0.94152
H -0.53625 -0.93114 -1.22730
H -1.87081 1.23932 -1.58251
H -2.47117 2.61819 -1.25751
O -1.85619 2.16616 -1.84908
```

Properties
LUMO (spin up / spin down) in eV: -4.97 / -8.50
Orbital gap (spin up / spin down) in eV: 9.19 / 5.66
E_HOMO (spin up / spin down) in eV: -14.157 / -14.157
Net charge: +1
Multiplicity: 2

What should be chosen as the most stable of them? Choose R.

P | Density functional theory data (ωB97M-V/def2-TZVPD) for one molecule with the formula C3H6O2Si.

XYZ file:
```
12
Properties=species:S:1:pos:R:3
C 1.37714 0.94100 0.33205
C 0.79588 -0.45310 0.48587
C -2.49022 -0.29108 -0.48048
O 0.23568 1.55674 -0.40943
O -2.27014 0.51493 0.80717
Si -0.86369 0.40857 0.04212
H 1.41888 1.39329 1.41354
H 2.22659 1.20295 -0.35889
H 1.22905 -1.24896 -0.17802
H 0.93357 -0.75656 1.51346
H -2.81391 -1.32396 -0.46364
H -3.28433 0.30781 -1.01118
```

Properties
LUMO in eV: 0.82
Orbital gap in eV: 10.50
E_HOMO in eV: -9.675
Net charge: 0

Q | Density functional theory data (ωB97M-V/def2-TZVPD) for a 2-piece molecular cluster, C3H6O2Si overall.

XYZ file:
```
12
Properties=species:S:1:pos:R:3
O -0.20384 1.67669 -1.14514
Si 1.00041 0.88379 -0.76040
C 2.40952 -0.32691 -0.57362
O 2.22684 0.89637 0.40998
H 3.29136 -0.11587 -1.09657
H 2.53915 -1.23675 -0.03219
C -1.39793 -0.68351 0.70616
C -2.42519 0.00863 0.30920
H -1.38037 -1.50205 1.35625
H -0.46897 -0.25574 0.36668
H -2.18318 0.82256 -0.27413
H -3.40781 -0.16722 0.73378
```

Properties
LUMO in eV: -0.33
Orbital gap in eV: 10.18
E_HOMO in eV: -10.513
Net charge: 0

What should be chosen as the most stable of them? Choose P.